Version A
C2H7NO2S | wB97M-V/def2-TZVPD

Values from the calculation:
SMILES: CCO[S@@H](=N)=O
LUMO level: 0.62 eV
orbital gap: 10.524 eV
HOMO energy: -9.91 eV

Last column: Löwdin charge in e.
Element x y z (Å)
C 0.285 1.403 -0.743  -0.08
C 0.339 0.017 -1.276  -0.09
O 0.608 -1.206 -0.131  -0.36
S -0.113 -1.136 1.299  0.62
N -1.485 -0.564 0.939  -0.21
O -0.020 -2.388 1.986  -0.33
H 1.232 1.662 -0.402  0.07
H 0.216 2.004 -1.559  0.06
H -0.553 1.359 -0.109  0.05
H 1.128 -0.225 -1.888  0.07
H -0.624 -0.437 -1.783  0.15
H 0.781 -0.332 1.897  0.07
H -1.792 -0.157 1.770  -0.02

---

Version B
C2H7NO2S | wB97M-V/def2-TZVPD

Values from the calculation:
LUMO level: 0.67 eV
orbital gap: 9.822 eV
HOMO energy: -9.16 eV

Last column: Löwdin charge in e.
Element x y z (Å)
C -0.761 1.391 -0.063  -0.07
C 0.437 0.509 0.225  -0.54
N 0.967 -0.036 -0.991  0.00
O 1.296 -1.751 1.055  -0.50
O -1.087 -1.597 0.325  -0.30
S 0.064 -1.007 1.325  0.94
H -1.502 0.832 -0.507  0.05
H -0.666 2.261 -0.527  0.04
H -1.096 1.534 0.919  0.06
H 1.269 0.998 0.847  0.14
H 1.533 -0.816 -0.561  0.06
H 0.218 -0.300 -1.633  0.08
H -0.672 -2.018 -0.412  0.04

---

Which structure wins on stability? version B wins.